(1)
The following is a quantum chemistry calculation of an isolated molecule of C16H26N6 in a non-equilibrium geometry, from the OMol25 dataset.

* energy relative to the best compared isomer or geometry (same formula, charge and spin): 1746.2 kJ/mol
* SMILES: CCCCn1nnnc1NCc1ccc(N(CC)CC)cc1
* Kohn-Sham gap: 7.8 eV

Last column: natural (NBO) charge in e.
CARTESIAN COORDINATES (ANGSTROEM)
C: 1.969 1.745 1.137  -0.566
C: 0.666 1.377 2.080  -0.370
C: 0.682 -0.117 2.562  -0.408
H: 1.601 -0.073 3.216  0.203
H: 0.873 -0.480 1.764  0.206
C: -0.418 -0.313 3.195  -0.220
N: -0.196 -1.652 3.696  -0.158
C: -0.788 -2.904 3.245  0.402
N: -0.342 -3.786 4.105  -0.394
N: 0.269 -3.122 5.207  -0.041
N: 0.105 -2.023 4.791  -0.037
N: -1.330 -3.297 1.945  -0.606
H: -1.312 -4.159 2.150  0.396
C: -2.173 -2.652 1.255  -0.201
C: -1.591 -1.545 0.333  -0.077
C: -0.149 -1.962 -0.350  -0.167
C: 0.467 -1.030 -1.060  -0.287
C: -0.111 0.157 -1.512  0.229
C: -1.564 0.355 -0.865  -0.298
C: -1.981 -0.480 -0.095  -0.254
H: -3.088 -0.055 0.380  0.170
H: -1.844 1.297 -1.334  0.222
N: 0.476 0.919 -2.375  -0.425
C: 1.194 0.432 -3.642  -0.182
C: -0.263 0.325 -4.694  -0.553
H: -0.797 -0.381 -4.253  0.210
H: 0.590 0.022 -5.423  0.211
H: -0.517 1.165 -4.983  0.180
H: 1.657 -0.428 -3.400  0.198
H: 1.921 1.181 -3.823  0.202
C: -0.033 2.353 -2.346  -0.213
C: 1.103 3.455 -2.698  -0.617
H: 1.396 3.275 -3.769  0.202
H: 2.149 3.223 -2.114  0.205
H: 0.952 4.442 -2.447  0.221
H: -0.298 2.475 -1.357  0.204
H: -0.955 2.651 -2.917  0.189
H: 1.522 -1.535 -1.629  0.179
H: 0.178 -2.936 -0.075  0.222
H: -2.736 -3.355 0.546  0.224
H: -2.675 -2.062 2.020  0.174
H: -1.182 -0.403 2.343  0.240
H: -0.608 0.349 3.996  0.230
H: 0.691 2.250 2.810  0.208
H: -0.299 1.591 1.224  0.185
H: 1.846 2.817 0.944  0.201
H: 2.893 1.704 1.806  0.190
H: 2.051 1.191 0.409  0.172

(2)
The following is a quantum chemistry calculation of a cluster of 7 separate species, C16H26NO30PS6 in total in a non-equilibrium geometry, from the OMol25 dataset.

* SMILES: O=NOC1=C([PH2]=O)C(=O)OC1=O.O=S1(=O)OCCO1.O=S1(=O)OCCO1.O=S1(=O)OCCO1.O=S1(=O)OCCO1.O=S1(=O)OCCO1.O=S1(=O)OCCO1
* Kohn-Sham gap: 8.9 eV

Last column: Löwdin charge in e.
CARTESIAN COORDINATES (ANGSTROEM)
O: -3.421 -1.038 1.446  0.121
N: -2.278 -0.971 1.591  0.060
O: -1.659 -2.258 1.351  0.018
C: -0.346 -1.993 1.049  -0.188
C: 0.665 -1.916 1.921  -0.118
P: 0.600 -2.185 3.735  0.775
O: -0.091 -3.483 3.957  -0.440
C: 1.855 -1.556 1.040  -0.419
O: 2.847 -1.115 1.554  0.143
O: 1.587 -1.766 -0.281  0.160
C: 0.176 -1.730 -0.355  -0.318
O: -0.423 -1.543 -1.365  0.205
H: 1.923 -2.299 4.217  0.037
H: -0.139 -1.198 4.383  0.022
C: 5.659 -2.707 0.659  -0.164
C: 5.676 -3.821 -0.368  -0.154
O: 6.785 -4.646 0.000  -0.279
S: 6.952 -4.613 1.594  0.613
O: 6.318 -5.760 2.141  -0.215
O: 8.295 -4.273 1.899  -0.213
O: 6.012 -3.337 1.892  -0.185
H: 6.413 -1.949 0.433  0.137
H: 4.686 -2.232 0.743  0.100
H: 5.798 -3.449 -1.382  0.140
H: 4.769 -4.428 -0.310  0.138
C: 8.555 -8.591 -3.351  -0.171
C: 7.151 -8.956 -2.915  -0.172
O: 7.090 -8.580 -1.538  -0.181
S: 8.019 -7.286 -1.294  0.644
O: 7.205 -6.125 -1.315  -0.213
O: 8.900 -7.564 -0.222  -0.196
O: 8.841 -7.361 -2.680  -0.184
H: 9.280 -9.338 -3.021  0.134
H: 8.634 -8.462 -4.428  0.134
H: 6.942 -10.017 -3.031  0.135
H: 6.402 -8.377 -3.460  0.132
C: -6.274 0.299 -1.802  -0.159
C: -5.010 0.097 -0.994  -0.181
O: -4.319 1.347 -1.084  -0.188
S: -5.396 2.545 -1.174  0.624
O: -5.586 3.104 0.107  -0.239
O: -5.070 3.344 -2.304  -0.220
O: -6.679 1.644 -1.524  -0.174
H: -6.076 0.216 -2.873  0.134
H: -7.060 -0.399 -1.525  0.137
H: -4.393 -0.710 -1.381  0.138
H: -5.235 -0.090 0.057  0.117
C: 0.731 3.502 4.347  -0.155
C: 1.874 3.370 3.364  -0.154
O: 1.692 2.074 2.777  -0.181
S: 0.128 1.745 2.696  0.611
O: -0.338 2.043 1.393  -0.199
O: -0.088 0.468 3.298  -0.315
O: -0.386 2.884 3.695  -0.174
H: 0.934 2.954 5.270  0.135
H: 0.505 4.538 4.586  0.139
H: 2.847 3.441 3.843  0.139
H: 1.806 4.116 2.570  0.138
C: -2.435 4.135 -4.545  -0.165
C: -1.828 4.331 -3.175  -0.164
O: -0.494 3.817 -3.290  -0.187
S: 0.046 4.074 -4.780  0.603
O: 0.837 5.251 -4.781  -0.223
O: 0.521 2.844 -5.301  -0.219
O: -1.368 4.419 -5.461  -0.190
H: -2.750 3.101 -4.696  0.134
H: -3.277 4.798 -4.724  0.137
H: -2.377 3.803 -2.399  0.121
H: -1.762 5.390 -2.916  0.136
C: -9.175 6.490 2.031  -0.171
C: -7.992 7.342 1.618  -0.171
O: -6.861 6.477 1.747  -0.184
S: -7.302 4.965 1.411  0.629
O: -6.969 4.681 0.067  -0.240
O: -6.898 4.135 2.485  -0.205
O: -8.897 5.192 1.503  -0.185
H: -9.245 6.410 3.119  0.133
H: -10.115 6.867 1.635  0.134
H: -7.874 8.222 2.245  0.134
H: -8.069 7.648 0.572  0.133

(3)
The following is a quantum chemistry calculation of a cluster of 5 separate species, C16H26O14S2 in total in a non-equilibrium geometry, from the OMol25 dataset.

* net charge: +1
* multiplicity: 2
* Kohn-Sham gap (spin up / spin down): 7.2 / 2.0 eV

Last column: natural (NBO) charge in e.
CARTESIAN COORDINATES (ANGSTROEM)
O: 0.228 -0.916 0.910  -0.582
C: 0.036 -0.196 -0.073  0.805
O: -0.943 0.759 -0.150  -0.506
C: -0.897 1.488 -1.333  -0.043
C: 0.374 0.968 -2.104  -0.437
C: 0.750 -0.330 -1.453  -0.523
H: -0.684 2.515 -1.034  0.117
H: -1.810 1.560 -1.923  0.214
H: 1.185 1.668 -1.905  0.197
H: 0.224 0.773 -3.166  0.244
H: 1.813 -0.447 -1.239  0.263
H: 0.246 -1.132 -1.991  0.261
O: -2.212 4.723 1.718  0.020
C: -1.440 4.966 0.820  0.776
O: -1.837 5.840 -0.101  -0.374
C: -1.030 5.919 -1.257  -0.080
C: 0.219 5.087 -0.865  -0.439
C: -0.048 4.576 0.479  -0.492
H: -0.786 6.909 -1.642  0.249
H: -1.575 5.459 -2.082  0.223
H: 1.050 5.759 -0.651  0.259
H: 0.467 4.253 -1.522  0.255
H: 0.590 5.021 1.243  0.296
H: 0.203 3.516 0.468  0.298
O: 4.078 -2.398 0.854  -0.592
C: 3.489 -3.029 1.723  0.796
O: 3.388 -4.331 1.721  -0.482
C: 2.647 -4.943 2.835  -0.065
C: 2.114 -3.687 3.516  -0.434
C: 2.954 -2.518 3.043  -0.532
H: 3.249 -5.519 3.538  0.200
H: 1.754 -5.451 2.471  0.199
H: 2.115 -3.797 4.600  0.220
H: 1.070 -3.638 3.209  0.208
H: 3.751 -2.259 3.740  0.244
H: 2.326 -1.666 2.784  0.238
C: -0.945 0.584 3.139  -0.101
C: -1.406 -0.659 3.908  -0.097
O: -2.442 -0.333 4.784  -0.671
S: -2.778 1.305 4.774  2.454
O: -2.901 1.703 6.157  -0.821
O: -3.867 1.537 3.790  -0.877
O: -1.327 1.585 4.049  -0.706
H: -1.557 0.781 2.259  0.196
H: 0.124 0.540 2.933  0.225
H: -0.573 -0.941 4.552  0.180
H: -1.621 -1.543 3.307  0.213
C: -0.841 -3.835 -5.650  -0.112
C: 0.385 -3.069 -5.275  -0.107
O: -0.092 -1.987 -4.570  -0.675
S: -1.637 -1.522 -5.104  2.437
O: -1.535 -0.629 -6.218  -0.877
O: -2.441 -1.007 -3.940  -0.859
O: -1.968 -3.008 -5.702  -0.643
H: -1.114 -4.673 -5.009  0.212
H: -0.657 -4.089 -6.695  0.215
H: 1.039 -2.670 -6.050  0.195
H: 1.094 -3.575 -4.619  0.218

(4)
The following is a quantum chemistry calculation of a structure of composition C16H27BeCaCl6F6N5O12PS2 in a non-equilibrium geometry, from the OMol25 dataset.

* net charge: +1
* Kohn-Sham gap: 2.6 eV

Last column: Löwdin charge in e.
CARTESIAN COORDINATES (ANGSTROEM)
C: -4.659 -2.578 4.191  0.027
C: -4.170 -3.077 2.874  -0.485
O: -4.470 -4.085 2.355  0.226
O: -3.216 -2.195 2.255  -0.144
C: -3.761 -1.455 1.200  -0.177
N: -2.686 -1.265 0.217  0.044
C: -1.553 -0.667 0.716  -0.274
N: -1.583 0.121 1.793  0.255
C: -0.473 0.857 2.328  -0.469
F: 0.418 0.082 3.011  0.010
F: 0.179 1.527 1.375  0.174
C: -1.018 1.874 3.369  -0.590
F: -1.630 1.259 4.356  0.195
F: 0.004 2.583 3.828  0.200
F: -1.861 2.699 2.761  0.205
N: -0.447 -0.886 -0.018  0.157
C: -0.514 -0.128 -1.299  -0.094
C: -1.895 -0.234 -1.967  -0.160
C: -3.087 -0.497 -1.006  -0.279
P: -4.346 -1.427 -1.965  0.340
O: -5.753 -1.391 -1.265  -0.097
O: -3.870 -2.872 -2.109  -0.147
S: -4.564 -0.595 -3.761  0.472
H: -5.278 -3.329 4.665  0.102
H: -5.173 -1.625 4.080  0.095
H: -3.789 -2.421 4.831  0.064
H: -4.529 -2.065 0.720  0.133
H: -4.217 -0.519 1.563  0.150
H: -2.452 0.248 2.299  0.154
H: 0.418 -0.745 0.492  0.146
H: 0.217 -0.554 -1.977  0.140
H: -0.279 0.923 -1.150  0.089
H: -1.846 -1.016 -2.722  0.074
H: -2.127 0.676 -2.513  0.089
H: -3.562 0.463 -0.761  0.143
H: -6.085 -0.480 -1.194  0.116
H: -3.774 -3.165 -3.030  0.123
C: 3.508 -2.295 4.933  -0.673
O: 4.068 -3.096 5.643  0.074
N: 2.140 -2.174 4.898  0.122
N: 4.200 -1.438 4.115  0.079
H: 1.660 -1.515 4.321  -0.027
H: 1.610 -2.785 5.492  0.079
H: 5.202 -1.498 4.140  0.074
H: 3.785 -0.748 3.507  0.009
Cl: 5.350 1.142 4.940  -0.294
Be: -0.843 -1.949 3.947  0.557
C: 1.605 4.239 -1.777  -0.145
C: 1.031 5.119 -2.866  -0.134
O: 0.445 4.188 -3.790  -0.166
S: -0.116 2.928 -3.023  0.558
O: -1.513 3.082 -2.796  -0.220
O: 0.402 1.756 -3.631  -0.240
O: 0.635 3.180 -1.625  -0.218
H: 2.554 3.793 -2.078  0.139
H: 1.735 4.770 -0.838  0.134
H: 1.785 5.721 -3.363  0.147
H: 0.240 5.768 -2.486  0.140
F: -4.552 -4.580 -1.039  -0.572
C: 6.671 -0.441 0.532  -0.059
C: 5.940 -0.887 -0.689  -0.161
O: 4.565 -0.444 -0.353  0.131
C: 4.638 0.519 0.477  -0.622
O: 3.649 1.213 0.812  -0.171
O: 5.867 0.727 1.001  0.031
H: 7.691 -0.142 0.304  0.124
H: 6.677 -1.173 1.340  0.136
H: 6.308 -0.364 -1.600  -0.082
H: 5.979 -1.956 -0.852  0.137
Cl: -2.879 -0.879 -5.331  0.115
Ca: 3.962 1.805 2.764  1.336
C: -1.024 0.953 -8.190  -1.564
Cl: -0.643 1.546 -6.567  0.516
Cl: -0.557 2.132 -9.410  0.550
Cl: -0.240 -0.597 -8.477  0.538
H: -2.094 0.808 -8.252  0.005
Cl: 7.989 -0.465 -2.674  -0.390